(1)
C25H31N3O5S in the gas phase in a non-equilibrium geometry. Source: the OMol25 dataset; level of theory: wB97M-V/def2-TZVPD.

```
65
Properties=species:S:1:pos:R:3:forces:R:3:nbo_charge:R:1
C -0.290 0.111 -3.318 -0.23 0.00 -0.05 -0.250
H -0.988 0.352 -2.511 0.09 -0.02 -0.06 0.181
H -0.357 0.872 -4.094 -0.06 -0.05 0.04 0.194
H -0.556 -0.864 -3.735 0.00 0.00 0.01 0.179
O 1.050 0.133 -2.881 0.35 -0.07 0.18 -0.505
C 1.434 -0.790 -1.947 -0.01 -0.05 0.00 0.273
C 0.580 -1.646 -1.271 0.03 0.26 -0.38 -0.243
C 1.092 -2.524 -0.326 0.22 -0.24 0.24 -0.295
C 2.450 -2.577 -0.054 -0.13 0.10 -0.14 0.274
C 3.322 -1.738 -0.762 0.07 -0.15 0.05 -0.042
C 2.802 -0.852 -1.684 -0.23 -0.05 -0.01 -0.244
H 3.457 -0.199 -2.242 0.11 0.07 -0.09 0.210
C 4.798 -1.789 -0.479 -0.15 0.09 0.24 -0.428
H 5.092 -2.815 -0.260 0.11 0.01 -0.07 0.236
C 5.143 -0.917 0.734 0.11 -0.25 0.03 -0.219
N 4.779 0.462 0.499 0.35 -0.16 -0.19 -0.609
C 3.752 1.064 1.129 0.23 0.53 -0.32 0.698
O 3.181 0.590 2.088 -0.22 -0.21 0.30 -0.642
C 3.406 2.434 0.542 -0.22 -0.06 0.34 -0.526
H 4.321 3.023 0.472 0.02 -0.02 -0.06 0.227
H 3.024 2.272 -0.468 0.05 0.05 -0.04 0.245
C 2.345 3.161 1.384 0.43 -0.21 0.09 -0.217
N 1.093 3.289 0.692 -0.16 0.05 0.10 -0.360
C 0.153 2.311 0.546 -0.54 -0.07 -0.24 0.218
C 0.117 1.016 1.058 -0.08 -0.20 0.07 -0.279
C -0.976 0.241 0.742 0.20 0.06 0.16 -0.131
C -1.995 0.747 -0.067 -0.66 -0.29 -0.11 -0.394
C -1.982 2.022 -0.578 -0.06 0.05 -0.02 -0.164
C -0.891 2.832 -0.267 0.26 -0.35 0.20 -0.113
C -0.518 4.161 -0.604 0.12 0.19 -0.04 -0.288
C 0.686 4.388 -0.011 -0.26 0.28 -0.25 -0.013
H 1.295 5.273 -0.028 0.12 0.13 0.02 0.212
H -1.077 4.846 -1.208 -0.06 0.20 -0.11 0.226
H -2.793 2.357 -1.205 -0.10 0.09 -0.07 0.243
S -3.306 -0.368 -0.520 0.28 0.10 0.36 2.309
O -4.318 0.354 -1.245 0.04 0.20 0.14 -0.955
O -2.740 -1.520 -1.170 0.07 -0.22 0.16 -0.960
N -3.833 -0.874 1.003 0.72 0.36 -0.96 -0.661
C -4.580 -2.124 1.001 -0.09 -0.69 -0.17 -0.240
H -4.224 -2.738 1.834 -0.03 0.02 -0.13 0.199
H -4.363 -2.644 0.068 -0.07 -0.18 0.15 0.234
C -6.071 -1.765 1.166 -0.01 0.05 0.04 -0.426
H -6.672 -2.165 0.352 -0.04 -0.05 0.03 0.219
H -6.451 -2.169 2.105 -0.03 -0.04 -0.04 0.204
C -6.096 -0.233 1.189 0.02 0.06 0.05 -0.427
H -6.252 0.158 0.184 -0.06 0.02 0.07 0.231
H -6.856 0.169 1.855 -0.04 0.04 -0.01 0.213
C -4.676 0.124 1.633 -0.37 0.50 0.23 -0.235
H -4.562 0.040 2.718 0.03 0.06 -0.05 0.198
H -4.359 1.116 1.312 -0.06 0.09 0.21 0.224
H -1.069 -0.771 1.098 0.12 -0.13 0.13 0.227
H 0.921 0.627 1.662 0.10 -0.06 0.08 0.255
H 2.185 2.581 2.300 0.03 0.18 -0.10 0.246
H 2.687 4.161 1.656 -0.09 -0.10 -0.01 0.211
H 5.144 0.882 -0.342 -0.12 0.12 0.10 0.388
H 6.215 -0.976 0.950 -0.10 -0.05 0.06 0.194
H 4.580 -1.251 1.606 0.13 0.01 -0.05 0.240
H 5.356 -1.438 -1.350 0.02 -0.05 -0.04 0.201
O 3.032 -3.414 0.862 0.17 0.23 -0.20 -0.510
C 2.198 -4.257 1.614 -0.09 -0.13 0.12 -0.247
H 2.861 -4.810 2.279 -0.10 0.01 -0.02 0.197
H 1.483 -3.684 2.213 0.00 -0.01 -0.03 0.177
H 1.655 -4.964 0.977 0.00 0.04 0.02 0.175
H 0.398 -3.170 0.188 -0.05 -0.11 0.09 0.219
H -0.482 -1.648 -1.452 -0.09 0.04 -0.04 0.244
```
Positions in Å, forces in eV/Å.

Calculated values
Relative energy (zero: lowest compared OMol25 entry of this formula, charge and spin), kcal per mole: 36.2
HOMO, eV: -7.65
Frontier orbital gap, Ha: 0.30746
Multiplicity: 1

=====

(2)
A molecular structure, C25H32AlBBr3ClCsFLiN5O11P2S2 in a non-equilibrium geometry. Source: the OMol25 dataset; level of theory: wB97M-V/def2-TZVPD.

```
86
Properties=species:S:1:pos:R:3:forces:R:3:mulliken_charge:R:1
N 7.727 0.063 -0.682 0.06 -0.60 -1.14 -0.393
B 6.898 0.038 -1.844 -2.26 1.87 2.48 0.533
O 7.445 -0.505 -3.112 0.67 -1.49 -0.66 -0.758
C 5.367 0.548 -1.697 -0.68 -1.98 -3.77 -0.530
C 4.329 0.036 -2.663 -0.46 2.14 1.34 -4.584
C 2.953 0.472 -2.486 1.51 -1.31 -0.92 0.882
C 2.610 1.348 -1.443 0.34 0.13 0.39 -0.677
C 3.600 1.836 -0.589 0.98 0.92 -0.29 -0.020
P 3.180 3.013 0.749 -0.67 -0.57 1.85 0.874
O 4.593 3.692 1.302 -1.48 -0.12 -1.45 -0.459
O 2.337 4.272 0.138 1.35 -0.62 -0.44 -0.500
S 2.237 2.143 2.186 0.56 0.34 -0.10 -0.280
C 4.952 1.437 -0.720 -0.17 -0.06 0.16 -0.500
N 1.251 1.774 -1.278 0.13 -0.18 -0.48 -0.055
C 0.294 0.692 -1.253 0.06 -1.32 -0.49 -0.794
C -0.631 0.549 -0.252 -0.06 0.32 0.91 0.979
N -0.607 1.493 0.825 -0.69 -1.26 -0.13 -0.499
C -1.533 -0.539 -0.283 -0.05 0.24 0.82 -0.255
C -1.536 -1.452 -1.293 0.11 -0.44 -0.49 -0.292
C -0.609 -1.319 -2.326 -0.41 -0.99 -0.16 -1.525
C 0.265 -0.281 -2.269 1.40 0.98 0.24 1.642
S 1.527 -0.048 -3.510 1.18 -0.03 -0.01 -0.427
H 7.216 -0.488 0.011 0.27 0.34 0.35 0.319
H 7.847 1.038 -0.283 0.51 -0.27 0.25 0.273
H 7.716 -1.435 -2.876 -0.22 0.93 0.24 0.380
H 4.636 -0.708 -3.492 -2.47 8.14 7.46 3.448
H 4.625 4.565 0.879 0.42 0.02 0.24 0.300
H 2.677 4.403 -0.764 -0.44 0.27 0.00 0.389
H 5.714 1.808 -0.033 -0.27 0.25 -0.18 1.035
H 1.035 2.301 -2.130 -0.20 0.15 0.24 0.390
H -1.440 1.285 1.373 0.15 0.28 0.16 0.271
H 0.186 1.207 1.404 -0.03 0.55 -0.03 -0.167
H -2.241 -0.674 0.546 0.30 0.24 0.02 0.105
H -2.225 -2.313 -1.345 0.38 0.31 0.21 0.261
H -0.610 -2.056 -3.126 0.21 0.23 0.09 0.371
Cl 2.782 -1.257 -0.328 0.12 -1.02 0.35 -0.676
C -4.914 -5.156 -3.470 -0.12 0.00 0.06 -1.409
C -4.146 -4.292 -2.505 0.31 -0.10 -0.22 0.861
O -2.974 -4.048 -2.643 0.01 -0.01 0.06 -0.520
N -4.847 -3.773 -1.427 -0.53 0.36 -0.45 -0.094
C -6.260 -3.958 -1.088 0.38 0.20 0.78 -0.599
H -4.242 -5.487 -4.254 0.10 0.08 0.08 0.312
H -5.313 -6.034 -2.958 -0.13 0.04 -0.05 0.387
H -5.727 -4.587 -3.923 -0.08 -0.10 0.05 0.353
H -4.275 -3.216 -0.817 0.68 -2.11 0.26 0.147
H -6.755 -2.990 -1.055 -0.27 -0.14 -0.14 0.146
H -6.327 -4.423 -0.102 -0.13 -0.18 -0.10 0.282
H -6.761 -4.587 -1.814 0.11 0.04 -0.08 0.338
Li -4.517 -1.727 -0.769 0.18 2.19 -0.79 0.887
C 5.757 1.370 4.329 0.04 0.10 -0.11 -0.354
Br 7.491 1.142 5.139 -0.11 -0.03 -0.04 -0.049
Br 5.808 1.099 2.433 0.26 -0.41 0.40 0.232
Br 4.413 0.260 5.165 0.64 -0.17 -0.09 -0.053
H 5.464 2.399 4.493 -0.04 -0.05 -0.01 0.377
C -8.136 -0.637 -2.782 0.16 0.26 -0.19 0.080
O -7.432 -1.288 -2.018 0.04 -0.04 0.16 -0.668
N -9.466 -0.727 -2.859 -0.01 0.00 -0.03 0.125
C -10.241 0.077 -3.788 -0.10 -0.16 0.15 -0.910
C -10.160 -1.659 -1.983 0.26 0.01 0.05 -0.909
H -7.707 0.094 -3.483 0.03 -0.01 0.03 0.315
H -10.948 0.694 -3.232 -0.03 0.05 -0.11 0.341
H -10.791 -0.580 -4.464 -0.04 0.10 -0.05 0.341
H -9.589 0.722 -4.372 0.05 -0.03 0.05 0.299
H -9.954 -1.403 -0.943 -0.07 -0.08 0.02 0.289
H -9.798 -2.671 -2.169 -0.08 -0.03 0.07 0.264
H -11.230 -1.616 -2.164 0.03 0.05 -0.05 0.379
O 8.320 2.495 0.533 0.00 -0.22 -0.40 -0.380
P 9.607 2.610 1.342 -0.87 -0.36 -0.63 0.662
O 9.988 1.260 1.940 -0.13 0.09 0.54 -0.414
O 9.435 3.630 2.461 0.66 -0.22 0.09 -0.392
O 10.768 3.061 0.466 0.10 0.53 0.01 -0.528
C 1.269 1.236 5.916 0.06 -0.01 -0.01 0.476
C 1.145 1.930 7.045 -0.01 -0.06 -0.07 -0.277
C -0.185 2.293 7.587 0.10 0.07 0.07 0.318
O -0.299 2.928 8.615 -0.05 -0.02 0.00 -0.574
C -1.378 1.851 6.823 -0.08 -0.04 -0.05 -0.414
C -1.259 1.157 5.695 -0.05 0.04 0.06 -0.377
C 0.075 0.793 5.152 0.08 0.03 -0.05 0.302
O 0.179 0.159 4.125 -0.09 -0.04 0.01 -0.535
H 2.242 0.966 5.508 -0.60 0.20 0.05 -0.167
H 2.003 2.261 7.616 -0.02 0.02 0.02 0.457
H -2.342 2.125 7.235 0.03 0.03 0.04 0.391
H -2.118 0.827 5.124 0.03 -0.01 -0.04 0.407
Cs 4.928 -1.902 -4.511 1.12 -7.50 -6.20 0.930
Al 9.322 -0.244 -4.172 -0.37 0.43 0.55 0.725
F -2.130 0.857 -2.257 -1.56 0.83 -0.79 -0.864
```
Positions in Å, forces in eV/Å.

Calculated values
HOMO, eV: -5.75
Frontier orbital gap, Ha: 0.10519
Multiplicity: 1

=====

(3)
A molecular structure, C25H32As2ClO12PPtS2 in a non-equilibrium geometry. Source: the OMol25 dataset; level of theory: wB97M-V/def2-TZVPD.

```
76
Properties=species:S:1:pos:R:3:forces:R:3:mulliken_charge:R:1
Pt 0.388 1.642 0.295 -0.50 -0.01 0.18 1.904
C 2.744 7.049 0.830 0.02 -0.14 -0.10 -1.154
C 2.691 6.346 -0.511 -0.12 0.14 0.04 -0.274
O 3.001 4.958 -0.333 -0.02 -0.08 0.03 -0.370
P 1.961 3.819 -0.755 0.44 0.83 -0.54 0.852
S 2.848 2.103 -0.260 -0.72 0.15 0.19 -0.501
S 0.103 4.240 -0.159 0.51 -0.50 -0.03 -0.464
O 2.030 3.995 -2.361 0.08 0.03 0.19 -0.381
C 1.245 3.139 -3.194 -0.06 -0.07 -0.13 0.586
C 1.877 3.096 -4.569 0.02 0.06 0.14 -1.453
H 2.638 8.126 0.688 -0.02 0.01 0.03 0.384
H 3.699 6.847 1.317 0.00 0.04 0.01 0.287
H 1.942 6.688 1.472 0.00 0.02 0.02 0.246
H 3.429 6.754 -1.204 0.00 -0.05 -0.02 0.310
H 1.700 6.451 -0.958 0.03 0.02 -0.03 0.376
H 0.224 3.526 -3.234 0.01 -0.01 0.07 0.336
H 1.216 2.133 -2.761 0.06 0.04 0.01 -0.322
H 1.839 4.080 -5.039 0.01 0.00 -0.02 0.353
H 1.353 2.378 -5.200 0.00 0.00 -0.01 0.372
H 2.920 2.793 -4.481 -0.01 -0.05 -0.05 0.334
Cl -6.035 2.031 4.151 -0.08 0.00 0.05 -0.276
C -4.754 1.957 2.967 0.07 0.04 0.10 0.086
C -5.072 1.780 1.612 0.15 0.00 -0.03 -0.528
C -4.072 1.706 0.686 -0.01 0.00 -0.10 -0.714
C -2.683 1.803 1.030 -0.13 0.09 0.15 0.465
O -1.826 1.693 0.096 0.21 -0.18 -0.01 -0.800
C -2.400 2.029 2.418 0.09 -0.18 -0.39 1.139
C -1.080 2.157 2.956 -0.11 0.13 0.23 -0.285
O 0.014 2.240 2.397 0.19 -0.39 -0.14 -0.643
C -3.451 2.074 3.354 -0.04 -0.01 0.04 -0.999
H -6.109 1.698 1.312 0.00 -0.01 0.01 0.404
H -4.299 1.557 -0.362 0.00 -0.01 0.01 0.365
H -1.059 2.237 4.057 0.03 0.05 -0.05 0.224
H -3.210 2.201 4.403 0.00 0.02 -0.01 0.326
C -1.232 0.844 -3.109 0.04 0.01 -0.11 -0.877
O -0.594 0.026 -2.131 0.07 -0.14 0.05 -0.084
C 0.424 -0.769 -2.535 -0.36 0.24 -0.16 0.392
O 0.894 -0.720 -3.642 0.16 -0.12 -0.03 -0.592
C 0.824 -1.658 -1.413 -0.05 0.15 0.07 -0.018
C 1.036 -2.962 -1.590 -0.15 0.09 0.17 1.028
As 1.580 -4.291 -0.244 -0.22 -0.09 0.22 -0.189
C 0.108 -5.537 -0.709 0.05 0.03 -0.14 -1.228
C 0.731 -3.523 1.340 0.14 0.00 -0.06 -0.244
C 0.170 -2.246 1.449 0.05 0.18 -0.15 0.441
As 0.881 -0.813 0.365 0.36 -0.64 0.37 0.700
C 2.802 -1.060 0.688 -0.08 0.22 -0.08 -1.321
C -0.858 -1.805 2.344 -0.14 0.44 -0.07 -0.305
O -1.090 -0.623 2.589 0.00 0.03 0.13 -0.438
O -1.645 -2.771 2.869 0.01 -0.25 -0.03 -0.300
C -2.644 -2.298 3.762 0.03 0.09 0.01 -0.724
C 0.924 -4.480 2.385 -0.16 -0.41 -0.04 0.572
O 1.338 -5.626 2.170 0.05 0.16 0.09 -0.712
O 0.660 -4.074 3.652 0.09 0.22 0.04 -0.229
C 0.990 -5.014 4.661 0.00 -0.08 -0.02 -0.755
C 0.961 -3.632 -2.912 0.42 -0.15 -0.48 -0.336
O 1.836 -4.367 -3.311 -0.17 0.12 0.01 -0.550
O -0.170 -3.416 -3.594 -0.23 0.08 0.22 -0.190
C -0.246 -4.073 -4.857 0.09 -0.07 -0.04 -0.813
H -1.687 1.666 -2.561 0.02 -0.02 0.04 0.123
H -1.999 0.263 -3.623 0.02 -0.02 0.01 0.267
H -0.510 1.205 -3.841 -0.06 -0.03 0.02 0.346
H 0.287 -5.961 -1.697 0.00 -0.01 -0.01 0.314
H -0.842 -5.005 -0.692 0.01 0.00 0.00 0.386
H 0.093 -6.336 0.027 0.10 0.07 0.07 0.425
H 3.034 -2.114 0.823 -0.05 -0.01 0.00 0.501
H 3.074 -0.504 1.585 -0.05 -0.03 0.03 0.389
H 3.362 -0.659 -0.155 0.00 -0.04 -0.01 0.369
H -3.123 -3.183 4.174 0.00 -0.02 -0.02 0.234
H -3.376 -1.676 3.241 0.01 -0.02 0.00 0.255
H -2.201 -1.700 4.560 -0.02 -0.03 0.00 0.296
H 0.741 -4.537 5.607 0.00 0.01 -0.01 0.222
H 2.053 -5.261 4.631 -0.02 0.00 0.02 0.288
H 0.422 -5.938 4.544 0.00 0.02 -0.01 0.303
H -1.201 -3.787 -5.288 -0.01 0.02 0.03 0.247
H -0.193 -5.154 -4.727 -0.02 0.01 0.00 0.298
H 0.575 -3.761 -5.500 -0.01 0.04 0.01 0.324
```
Positions in Å, forces in eV/Å.

Calculated values
Relative energy (zero: lowest compared OMol25 entry of this formula, charge and spin), kcal per mole: 15.5
HOMO (alpha / beta), eV: -3.51 / -5.38
Net charge: -1
⟨S²⟩: 3.76
Frontier orbital gap (alpha / beta), Ha: 0.21826 / 0.24970
Multiplicity: 4